{
  "formula": "C54H138N6O18",
  "method": "ωB97M-V with the def2-TZVPD basis set",
  "species": ["C", "O", "H", "O", "O", "H", "H", "C", "H", "H", "H", "H", "H", "C", "H", "O", "O", "C", "H", "H", "H", "H", "C", "H", "C", "H", "H", "C", "O", "C", "H", "C", "H", "H", "H", "N", "H", "H", "H", "H", "C", "H", "H", "H", "H", "H", "H", "H", "O", "O", "H", "H", "C", "H", "H", "H", "C", "C", "H", "C", "C", "H", "H", "H", "H", "H", "H", "H", "O", "C", "O", "H", "C", "H", "H", "H", "H", "C", "H", "O", "H", "H", "H", "H", "C", "H", "H", "H", "H", "H", "H", "C", "H", "C", "C", "H", "C", "H", "N", "H", "H", "H", "C", "N", "H", "H", "C", "N", "H", "H", "C", "H", "H", "H", "H", "O", "H", "H", "H", "H", "C", "H", "H", "H", "H", "C", "H", "H", "H", "H", "N", "H", "H", "H", "H", "C", "H", "C", "C", "H", "C", "H", "H", "C", "H", "N", "H", "C", "H", "C", "H", "C", "H", "C", "H", "H", "O", "H", "C", "H", "H", "H", "H", "H", "C", "H", "H", "C", "H", "O", "C", "C", "H", "H", "H", "H", "C", "H", "H", "C", "C", "C", "H", "H", "H", "C", "H", "H", "C", "H", "H", "C", "C", "O", "H", "H", "H", "O", "H", "H", "H", "H", "H", "O", "C", "H", "C", "C", "H", "H", "H", "H", "H", "O", "C", "H"],
  "xyz": [[-3.320847, -6.196594, -2.236363], [-2.496567, -0.027014, 0.873157], [4.456343, -7.222274, 4.108397], [4.097983, -2.936754, 1.844577], [-8.130747, 8.961646, 3.372817], [-0.181427, 3.986976, 3.147267], [-9.221287, -2.701364, -0.786313], [-5.970507, 1.174766, -4.024613], [7.405173, 0.094376, 2.400757], [-0.337647, 3.368276, 6.601367], [-0.590567, 1.499366, 3.233067], [-4.952837, 1.028736, -4.386733], [-4.670187, -0.058024, 1.146577], [7.443153, 0.485136, -0.243073], [-8.564407, 0.302656, -4.096673], [2.541743, 0.763196, -0.701243], [-0.164627, 4.004466, 1.056787], [-4.989777, 3.703066, 2.947957], [-8.071317, 6.397116, 4.076327], [3.395853, -7.025054, 2.222537], [0.870543, -2.151374, 0.073727], [-4.847477, 3.161176, -2.060453], [-2.257297, 0.937826, 1.877427], [-5.451767, 3.387356, 2.012547], [1.941393, 4.756446, 6.070727], [-0.046217, 0.735276, 0.478977], [0.357643, -5.197914, 3.284207], [2.730973, 1.290666, 0.588297], [0.396883, 3.476696, 7.209897], [-1.492817, -0.664774, -3.390913], [5.466933, -4.478714, -2.965013], [-8.686987, 10.001806, 2.565257], [-0.672367, 2.044066, -3.899043], [-4.114447, 4.277096, 2.643977], [-9.496607, -1.307984, -2.622273], [-6.448427, 5.733776, 2.814757], [1.627523, -4.439314, 4.207017], [-5.076037, 4.025866, -0.479173], [-6.596077, 2.125846, 4.267927], [-2.197867, -0.148824, -4.042693], [-3.952837, -4.986604, -1.546123], [-5.268057, 5.227496, 4.448187], [4.074783, 3.993126, -4.824963], [3.739313, -6.061874, -8.834403], [-8.598637, 10.993856, 3.008107], [1.667363, -2.717194, 2.269697], [1.918113, 5.521346, 6.846917], [-3.953017, -0.994254, -0.153713], [5.765043, -2.237094, -4.428633], [0.441623, -3.936264, 1.067477], [-0.007017, -3.355064, -0.847073], [-1.744027, 4.498976, 0.232667], [4.985633, -3.114824, 0.752537], [3.790843, -4.785594, 0.218597], [5.161583, -5.251294, 1.224937], [-3.993807, 0.685016, -0.356073], [1.254903, -4.585764, 3.193207], [4.780543, -6.867134, -6.148093], [-8.247447, -2.129404, -3.478743], [5.292043, -6.370264, -4.837783], [-0.606427, 0.331056, -2.537853], [-5.978847, 1.875486, -3.189743], [-7.922237, -3.684444, -1.409313], [-8.412817, 7.625856, 1.896097], [8.228143, 3.185956, -3.167763], [-2.636217, -5.952874, -3.048753], [3.373033, -2.360884, -0.537233], [-5.652277, 6.164026, 2.366287], [3.851823, -5.886714, -6.657523], [0.821933, -3.399934, 2.354597], [-4.759297, -5.375114, -0.476043], [5.675333, -6.969154, -6.762133], [-0.666507, 5.891586, 2.373047], [-1.032717, -1.473364, -3.958883], [-2.177927, -1.193614, -2.728293], [-2.205247, 4.885486, -2.879593], [4.330973, -7.859714, -6.120103], [8.118503, 1.170436, -1.520913], [-2.890577, -6.880584, -1.504843], [5.673753, 3.907856, -3.445703], [6.835053, -2.607824, -2.813753], [6.897833, 3.730466, -5.015383], [3.390703, 0.829896, -2.608033], [6.345643, 2.200646, -1.818933], [3.833983, -6.328724, 4.156627], [-2.484997, 3.183136, -3.086093], [6.449523, 1.489696, 2.746367], [-2.424617, 1.951516, 1.513367], [7.654223, -2.883504, -4.387233], [1.122673, 0.222286, -1.724673], [-1.742277, 5.718296, 2.344987], [-2.171327, 3.929776, -2.356553], [7.168253, -5.067974, -3.145333], [4.620193, 4.639206, -4.137063], [-3.016387, -3.820744, -1.317463], [5.806133, 2.341966, -4.860773], [-5.539577, -3.245584, 1.818637], [-1.117827, 3.777706, -2.121783], [0.279563, 1.190476, 1.319677], [8.571703, 0.356986, -2.087483], [8.866203, 1.922446, -1.268883], [2.418373, -5.586884, -7.815533], [-7.647587, 7.887106, 2.627037], [-7.681407, -1.584884, -1.514453], [1.999093, -5.493034, 1.521267], [-2.660767, -3.475544, -2.288273], [-7.180417, 6.781986, 3.580067], [6.006363, -5.103954, -4.940883], [-2.148397, -3.982314, -0.678253], [6.515243, -0.036214, -0.478183], [3.252373, -6.285244, -7.885143], [2.345753, 2.336516, 4.886277], [-6.697587, -1.430554, -1.682913], [2.786453, 2.379216, 0.597337], [4.708713, -7.073574, 6.615567], [7.074293, 1.424116, 0.802357], [3.436383, 2.365606, -1.752613], [-5.464007, 1.004296, 4.763007], [4.490033, -5.458544, 4.134507], [-5.917017, -4.017454, 2.489347], [-5.682837, 1.649076, 3.911847], [4.457593, -1.131484, -0.059763], [1.511193, 1.292756, 6.132197], [4.424233, -6.235664, -4.192113], [4.408193, -5.329474, 6.633347], [0.083703, -2.902714, 0.140467], [-7.726357, -2.183464, 1.265527], [-2.907567, 0.847126, 2.747497], [5.744633, 0.188396, 1.739817], [-4.489607, -3.492534, 1.661557], [2.324443, -5.231414, 2.440947], [4.541293, 1.069416, -1.257923], [-5.714547, -2.249874, 2.226137], [-6.860617, 8.250426, 1.966157], [1.932763, 1.284386, 2.623957], [-7.566387, -3.023894, 0.590107], [-1.227427, 0.853746, -1.810353], [4.429653, -2.185874, -0.334673], [1.621213, 3.343606, 6.619027], [1.797343, -0.240704, 1.800227], [6.409213, 3.061486, -4.306993], [-4.725247, 4.892066, -2.026173], [0.747743, 1.027146, -4.053633], [3.935473, -6.308104, 6.550257], [5.386763, -4.441354, -5.384903], [7.044403, 1.688246, -2.337853], [-0.579227, -0.130484, 2.638587], [-3.025847, 3.806196, -1.121753], [2.008203, -7.118034, 3.216857], [-7.925527, 0.031426, -3.256213], [-6.712177, 4.210596, 4.277787], [-4.544487, 3.997396, -1.430353], [-5.805927, 1.138076, 2.956947], [7.561273, 2.392266, -3.504573], [-4.113317, -6.862734, -2.577463], [4.694473, -0.560924, -4.402953], [-4.666397, 2.641226, 3.731837], [-0.900167, -2.492834, 0.368727], [1.501383, 2.224346, 5.566397], [-2.937537, 2.814966, -0.677053], [6.414693, -0.247414, -4.462213], [3.671643, -3.786324, 1.979037], [0.624923, 2.139466, -2.664813], [-5.244167, -4.597594, -0.189763], [5.657663, -0.890524, -4.013423], [-4.626747, -4.636264, -2.327923], [-9.742227, 9.747976, 2.464627], [-8.135747, -2.795204, -0.816223], [1.864703, 5.494866, 1.447947], [-6.155507, -3.272934, 0.538337], [1.644663, 4.826686, 2.280547], [1.675463, 0.834016, 1.665277], [-6.417457, 1.654136, -4.895553], [1.875133, 5.425386, 3.161767], [2.352193, 3.024986, 7.362167], [-6.581627, 7.237506, 4.368767], [0.107923, 4.582886, 2.281657], [5.012943, -2.252524, -1.253053], [2.139283, 3.856076, 2.243637], [2.846483, -6.463504, 2.978157], [-5.921367, 4.726876, 3.733577], [4.853273, -4.616674, 0.394097], [3.882693, 5.081166, -3.467093], [-8.212847, 10.029166, 1.584157], [-3.632447, -3.003594, -0.942193], [3.540293, 1.287506, -1.630123], [0.031113, -2.825584, 2.837107], [-8.165377, 0.833896, -2.558643], [-3.859747, -0.070794, 0.417797], [3.732443, 0.932086, 0.826127], [2.946983, 4.865106, 5.664417], [6.738173, -3.028554, -3.814603], [6.341693, -4.533044, -3.613033], [-6.573727, -0.048024, -3.598563], [-0.066227, 3.064316, 1.224247], [5.635483, -0.708314, -2.938993], [-8.145777, -3.818304, 1.060557], [0.386963, -0.381324, -1.851093], [5.067463, 5.441846, -4.723413], [5.489103, -4.867394, -0.454993], [-0.401897, 6.542236, 1.539537], [0.624833, 2.331906, 4.927507], [3.285673, -6.525094, 7.398067], [3.109733, -6.431324, 5.395657], [-0.730457, 0.904136, 2.330717], [6.016453, -2.820694, 0.950047], [6.649313, 0.751096, 1.970067], [0.068623, 1.480826, -3.331773], [6.006003, -7.114484, -4.484933], [8.229603, -0.146224, 0.170447], [2.803963, -7.276564, -7.819453], [-0.397047, 6.525996, 3.217437], [8.103993, 1.736266, -4.185173], [-2.591397, 4.736116, -0.151153], [-8.413837, -1.342874, -2.742683], [1.225243, 4.946746, 5.271347]],
  "forces_ev_per_angstrom": [[-0.52, -0.91, 1.15], [-0.68, -0.11, 0.66], [0.44, -0.08, -0.02], [0.90, 0.86, 0.71], [0.16, 1.28, 0.78], [-0.04, -0.54, -0.03], [-0.06, -0.13, 0.39], [-0.17, -0.02, 0.18], [0.22, -0.29, -0.27], [0.24, -0.03, -0.22], [-0.12, 0.32, -0.13], [0.12, -0.58, 0.58], [0.38, 0.25, 0.47], [1.25, 1.54, 0.20], [0.16, -0.06, -0.74], [0.00, 0.58, -1.31], [-1.15, -0.36, -0.62], [-1.90, 2.09, -0.13], [0.07, -0.47, -0.11], [0.03, 0.38, -0.42], [-0.14, 0.25, 0.15], [-0.18, -0.10, 0.27], [1.91, 1.07, -0.08], [-0.43, -0.05, -0.19], [0.92, -0.69, -0.24], [0.42, -0.25, -0.41], [-0.10, -0.59, 0.10], [-0.12, -0.11, 1.01], [-2.03, -0.09, 2.36], [-0.42, 0.63, 0.99], [-0.18, -0.42, 0.35], [-0.24, -0.89, 0.15], [0.08, 0.13, 0.13], [0.42, -0.33, 0.19], [-0.05, 0.16, 0.50], [-1.06, 0.12, 1.00], [-0.13, 0.72, -0.08], [-0.25, -0.01, -0.22], [-0.40, 0.07, -0.57], [0.28, 0.38, -0.22], [0.00, -0.18, -2.01], [0.09, -0.18, 0.55], [0.02, -0.24, -0.04], [0.77, -0.33, 0.28], [0.19, -0.28, 0.37], [0.15, 0.12, -0.42], [-0.55, -0.20, 0.11], [0.04, -0.23, 0.27], [-1.25, -0.35, -0.36], [0.01, 0.83, 0.68], [0.15, -0.13, 0.06], [0.57, -0.42, 0.01], [-1.66, -0.37, -0.75], [0.12, -0.22, -0.42], [0.06, 0.12, 0.15], [-0.28, 0.54, 0.27], [-0.15, -0.57, -0.63], [0.32, 0.95, -0.79], [0.23, -0.05, -0.45], [-0.08, 0.21, 0.41], [-0.20, 0.26, -1.34], [0.07, 0.16, -0.06], [0.06, -0.42, -0.09], [-0.34, -0.91, 0.16], [0.35, 0.26, -0.19], [-0.05, 0.04, 0.19], [0.04, -0.42, -0.08], [0.07, 0.22, -0.18], [1.52, -1.51, -0.24], [0.38, 0.09, -0.03], [0.70, -0.78, 0.54], [-0.03, 0.18, -0.71], [0.28, 0.49, -0.20], [0.74, 0.46, 0.00], [0.13, -0.04, 0.44], [-0.42, 0.27, 0.36], [-0.31, -0.02, 0.38], [-2.45, -0.96, 1.41], [0.84, 0.35, 0.19], [-1.60, 0.16, 0.09], [0.65, -0.13, 0.36], [0.12, -0.15, -0.59], [-0.07, -0.22, 0.22], [0.32, 0.45, -0.06], [-1.07, -1.26, 0.49], [0.13, -0.19, -0.10], [-0.20, 0.16, -0.23], [-0.31, 0.27, -0.40], [0.40, -0.42, 0.16], [0.40, -0.06, 0.52], [0.01, 0.04, 0.07], [0.28, -0.44, -0.58], [-0.06, 0.00, 0.03], [0.89, -0.50, -0.06], [-0.14, 0.20, 0.07], [-0.32, -0.15, 0.20], [-0.06, -0.07, -0.41], [0.00, -0.21, 0.08], [-0.18, 1.12, -0.26], [0.33, -0.06, 0.08], [0.18, 0.02, 0.36], [-0.50, -0.16, -0.85], [0.05, 0.22, -0.50], [-1.08, -0.06, 0.83], [-0.40, 0.54, -0.18], [0.16, -0.09, -0.07], [-0.09, 0.18, -1.34], [0.32, 0.05, 0.49], [-0.27, -0.24, 0.12], [0.30, -0.47, -0.51], [-1.76, 1.49, 1.14], [0.26, -0.57, 0.00], [0.09, -0.61, 0.21], [-0.21, 0.26, -0.33], [0.27, -0.15, -0.43], [0.68, 0.04, -0.74], [-0.05, 0.15, 0.16], [0.76, -0.21, -0.43], [-0.22, 0.34, -0.19], [-0.38, -0.01, 0.05], [0.07, 1.20, 0.14], [0.22, 0.01, 0.45], [-0.09, -0.20, -0.54], [-0.07, -0.39, 0.61], [-0.09, 0.16, 0.00], [0.22, -0.66, -0.03], [-0.03, 0.54, -0.23], [0.07, -0.40, 0.16], [-0.15, -0.27, 0.27], [0.05, 0.42, 0.04], [0.69, -0.17, -0.50], [0.07, -0.11, -0.01], [0.36, 0.00, 0.39], [0.77, -0.08, 0.09], [0.06, 0.24, -0.07], [-0.09, 0.53, -0.31], [-0.62, -0.24, 0.17], [0.43, -0.01, -0.41], [0.36, 0.69, -1.85], [-0.11, -0.32, 0.03], [1.36, 0.60, 0.37], [0.03, 0.23, 0.27], [0.23, 0.07, -0.07], [-0.60, -0.50, -0.14], [-0.09, 0.18, -0.20], [0.27, -0.42, -0.99], [-0.02, -0.40, 0.44], [-0.59, 0.63, 0.04], [0.05, -0.35, 0.69], [-1.43, -0.46, -0.61], [-0.12, 0.10, -0.19], [1.42, -0.04, 0.13], [-0.35, -0.34, 0.18], [-1.81, 0.86, 0.28], [-0.26, 0.34, -0.59], [-0.04, 0.10, -0.02], [1.11, -1.86, 1.60], [0.11, 0.42, 0.27], [1.15, 0.94, 0.20], [0.17, -0.42, -0.21], [0.34, -0.06, 0.04], [-0.61, -0.46, 0.55], [-0.06, 0.04, 0.05], [-0.45, 0.24, 0.10], [-0.47, -0.05, -0.57], [-0.33, 0.47, -0.24], [-0.20, 0.32, -0.37], [1.05, 0.52, -0.19], [0.16, -0.46, -0.32], [-0.73, -0.21, -0.11], [-1.43, 0.67, 0.82], [0.03, -0.29, -1.36], [-0.83, -0.15, 0.02], [0.49, -0.41, 0.26], [-0.05, 0.13, 0.18], [0.29, 0.14, 0.08], [1.44, 2.19, 0.56], [-0.06, -0.17, -0.25], [0.36, 0.31, -0.01], [0.52, -0.06, 0.78], [1.13, -0.41, -1.21], [0.73, 0.92, -0.26], [0.42, -0.23, 0.44], [0.04, 0.00, -0.13], [0.18, 0.18, 0.32], [-0.77, -0.27, 0.68], [-0.49, -0.15, -0.10], [0.44, -0.08, 0.69], [0.93, -0.37, -1.25], [0.11, 0.04, 0.99], [0.12, -0.32, -0.32], [0.44, -0.17, 0.92], [-0.34, 1.66, -1.92], [0.85, 0.22, -0.56], [0.25, -1.30, -0.75], [0.26, -0.40, 0.19], [0.32, -0.63, -0.05], [-0.25, -0.66, -0.04], [0.08, 0.10, -0.08], [-0.28, -0.14, -0.21], [-0.11, -0.22, -0.44], [-0.28, 0.02, 0.28], [-0.04, 0.42, 0.04], [0.52, 0.60, -0.06], [-1.02, -1.70, 0.20], [0.10, -0.09, 0.50], [-0.10, 0.32, -0.14], [-0.51, -1.15, -0.51], [-0.23, -0.15, 0.48], [-0.24, -0.56, 0.11], [0.40, -0.29, -0.17], [-0.10, -0.43, 0.47], [0.03, -0.24, 0.13], [-1.25, 0.84, 0.11], [1.13, 1.17, 0.08], [-0.05, 0.34, 0.09]],
  "mulliken_charge": [-1.655, 0.226, 0.463, -0.520, -0.344, 0.008, 0.440, -0.549, 0.309, 0.333, -0.126, 0.157, -0.100, 0.132, 0.418, 0.017, -0.489, 0.123, 0.281, 0.481, -0.115, -0.142, -0.452, 0.268, -0.760, -0.638, 0.406, -0.266, -0.582, -1.172, 0.226, -0.735, 0.458, -0.172, 0.437, -0.298, 0.460, 0.283, 0.348, 0.347, 0.713, 0.364, 0.346, 0.279, 0.247, -0.298, 0.415, -0.758, -0.410, -0.545, 0.315, 0.340, 0.617, 0.295, 0.386, 0.175, -1.081, -0.617, 0.343, -0.597, 2.317, 0.132, 0.317, 0.354, 0.509, 0.366, 0.030, 0.247, -0.279, 0.341, -0.606, 0.311, -1.640, 0.375, 0.024, 0.388, 0.474, -1.134, 0.373, -0.330, 0.352, 0.471, 0.155, 0.147, -0.603, 0.273, 0.255, -0.013, 0.386, -0.099, 0.182, -1.198, 0.369, -0.866, -0.013, 0.343, -0.673, 0.130, 1.380, 0.409, 0.448, 0.252, -0.418, -0.143, 0.120, 0.345, -0.663, -0.418, 0.097, -0.268, -0.777, 0.197, 0.141, 0.448, 0.312, -0.419, 0.512, 0.254, 0.373, 0.319, -0.604, -1.039, 0.311, 0.349, 0.310, -0.084, 0.373, 0.372, -0.079, 0.166, 0.117, -0.125, 0.246, 0.306, -0.056, -0.623, -0.824, 1.521, 0.260, -0.272, -0.521, 0.435, 0.427, -0.766, 0.353, 0.155, 0.366, 2.144, 0.482, -0.621, 0.289, -1.123, 0.162, -1.016, 0.414, 0.217, -0.323, 0.215, -0.291, -0.879, 0.249, 0.093, 0.416, 0.380, -0.227, 0.145, 0.279, -0.781, 0.419, -0.210, -1.284, -0.033, 0.373, 0.399, 0.349, 0.314, 1.326, -0.566, -0.013, -1.115, -0.611, -1.457, 0.271, 0.329, -0.477, -0.737, 0.379, 0.344, 0.556, -0.233, 0.362, -0.491, -0.661, -0.279, -0.023, -0.021, 0.359, -0.099, 0.345, 0.310, 0.396, -0.354, 0.249, -0.312, -0.424, 0.244, -0.362, -2.013, 0.333, 0.580, 0.315, 0.430, 0.349, -0.594, -0.778, -0.185],
  "fmax_ev_per_a": 3.11,
  "relative_energy_kcal_mol": 69.5,
  "smiles": "COCCNCCOC.COCCNCCOC.COCCNCCOC.COCCNCCOC.COCCNCCOC.COCCNCCOC.CC(C)O.CC(C)O.CC(C)O.CC(C)O.CC(C)O.CC(C)O",
  "total_energy_ha": -3822.705586,
  "orbital_gap_ev": 9.210
}